Entry 1:
{
  "formula": "C32H24F9IrN2O9P2S2",
  "method": "ωB97M-V with the def2-TZVPD basis set",
  "relative_energy_kj_mol": 8.73,
  "charge": -1,
  "multiplicity": 2,
  "s2": 0.7542,
  "total_energy_ev": -122529.7742,
  "lumo_energy_ev": [2.1, 1.8],
  "e_homo_ev": [-4.26, -5.72],
  "species": ["Ir", "C", "C", "O", "P", "S", "S", "O", "C", "C", "H", "H", "H", "H", "H", "H", "H", "H", "H", "H", "O", "C", "O", "C", "C", "C", "C", "C", "C", "O", "N", "O", "O", "N", "O", "O", "H", "H", "F", "C", "F", "F", "C", "C", "C", "C", "C", "C", "P", "C", "C", "C", "C", "C", "C", "C", "F", "F", "F", "C", "C", "C", "C", "C", "C", "C", "F", "F", "F", "H", "H", "H", "H", "H", "H", "H", "H", "H", "H", "H", "H"],
  "xyz": [[-0.36, -0.53, -1.51], [4.00, 0.69, -5.08], [2.60, 0.14, -5.25], [1.59, 0.96, -4.63], [1.50, 1.11, -3.04], [1.99, -0.54, -2.05], [-0.37, 1.65, -2.57], [2.57, 2.25, -2.69], [2.37, 3.57, -3.23], [2.06, 4.55, -2.12], [4.70, 0.08, -5.66], [4.32, 0.67, -4.04], [4.06, 1.72, -5.44], [2.52, -0.87, -4.85], [2.32, 0.12, -6.30], [1.57, 3.56, -3.98], [3.30, 3.84, -3.75], [1.11, 4.30, -1.66], [2.00, 5.56, -2.52], [2.84, 4.52, -1.36], [-4.44, -1.31, -1.23], [-3.25, -1.54, -1.40], [-2.42, -0.61, -1.74], [-2.76, -2.97, -1.23], [-3.75, -3.91, -1.04], [-3.44, -5.26, -0.90], [-2.13, -5.70, -0.91], [-1.13, -4.77, -1.05], [-1.38, -3.37, -1.26], [-0.39, -2.60, -1.49], [0.24, -5.28, -0.96], [1.10, -4.57, -0.50], [0.43, -6.43, -1.35], [-4.51, -6.23, -0.72], [-5.66, -5.83, -0.74], [-4.20, -7.40, -0.56], [-4.77, -3.57, -1.02], [-1.89, -6.74, -0.78], [-0.81, -3.40, 6.21], [-1.87, -3.00, 5.47], [-2.57, -4.10, 5.16], [-2.65, -2.27, 6.30], [-1.44, -2.21, 4.27], [-1.87, -2.56, 3.00], [-1.46, -1.80, 1.92], [-0.64, -0.70, 2.09], [-0.21, -0.36, 3.38], [-0.61, -1.12, 4.46], [-0.20, 0.29, 0.61], [1.50, 0.80, 0.98], [2.01, 2.03, 0.56], [3.36, 2.30, 0.66], [4.22, 1.35, 1.18], [3.74, 0.11, 1.59], [2.38, -0.16, 1.48], [5.69, 1.66, 1.25], [5.92, 2.87, 1.80], [6.26, 1.70, 0.03], [6.38, 0.76, 1.97], [-1.21, 1.79, 0.95], [-0.85, 2.77, 1.87], [-1.68, 3.85, 2.12], [-2.89, 3.94, 1.44], [-3.27, 2.96, 0.54], [-2.43, 1.89, 0.28], [-3.82, 5.08, 1.73], [-3.19, 6.15, 2.25], [-4.46, 5.51, 0.62], [-4.78, 4.74, 2.61], [-2.52, -3.41, 2.85], [-1.78, -2.07, 0.93], [0.44, 0.49, 3.53], [-0.28, -0.86, 5.46], [1.35, 2.77, 0.12], [3.75, 3.25, 0.32], [4.41, -0.64, 1.97], [2.01, -1.13, 1.77], [0.09, 2.70, 2.40], [-1.39, 4.61, 2.82], [-4.22, 3.03, 0.02], [-2.73, 1.13, -0.43]],
  "mulliken_spin": [0.560, -0.003, 0.006, 0.004, 0.011, 0.009, 0.023, -0.001, 0.000, 0.001, 0.000, 0.001, 0.000, -0.001, 0.000, 0.001, 0.000, 0.001, 0.000, 0.000, 0.003, 0.001, 0.036, 0.009, -0.004, 0.008, -0.003, 0.010, 0.009, 0.053, -0.001, 0.001, 0.002, 0.000, 0.002, 0.002, -0.001, 0.000, 0.000, -0.001, 0.000, 0.000, 0.000, 0.003, 0.021, -0.037, 0.006, 0.002, 0.177, 0.037, -0.001, -0.010, 0.012, -0.006, 0.011, 0.001, 0.000, 0.001, 0.000, 0.015, -0.008, 0.002, 0.003, 0.005, 0.024, -0.001, 0.000, 0.000, 0.000, 0.001, -0.007, 0.001, 0.000, 0.005, 0.000, 0.000, -0.003, 0.001, 0.000, 0.000, 0.005]
}



Entry 2:
{
  "formula": "C4H25NO8",
  "method": "ωB97M-V with the def2-TZVPD basis set",
  "relative_energy_kj_mol": 214.80,
  "total_energy_ev": -22422.8548,
  "lumo_energy_ev": 0.3,
  "e_homo_ev": -9.56,
  "species": ["C", "O", "C", "C", "C", "N", "H", "H", "H", "H", "H", "H", "H", "H", "H", "H", "H", "O", "H", "H", "O", "H", "H", "O", "H", "H", "O", "H", "H", "O", "H", "H", "O", "H", "H", "O", "H", "H"],
  "xyz": [[-0.29, -3.64, -2.56], [0.80, -2.83, -2.00], [0.60, -2.32, -0.67], [0.38, -3.49, 0.33], [0.13, -3.00, 1.75], [1.40, -4.52, 0.37], [-0.33, -3.68, -3.65], [-1.25, -3.14, -2.41], [-0.30, -4.68, -2.24], [1.46, -1.76, -0.27], [-0.24, -1.63, -0.69], [-0.51, -4.04, 0.02], [1.01, -2.81, 2.36], [-0.34, -3.73, 2.42], [-0.48, -2.10, 1.68], [1.02, -5.25, 0.95], [1.27, -4.83, -0.58], [0.22, 1.35, 0.37], [0.47, 0.91, -0.45], [0.27, 2.29, 0.16], [0.16, 2.36, 2.95], [0.21, 1.85, 2.14], [0.62, 1.82, 3.60], [-0.73, 4.83, 1.94], [-0.61, 3.97, 2.34], [-1.42, 5.24, 2.46], [-2.74, 0.96, 0.93], [-3.36, 1.68, 0.84], [-1.89, 1.34, 0.71], [0.80, 0.24, -2.52], [0.99, -0.69, -2.65], [1.61, 0.69, -2.75], [-1.56, 5.22, -0.61], [-2.42, 4.80, -0.63], [-1.04, 4.69, -0.01], [1.86, 4.45, -0.91], [2.00, 5.39, -1.01], [2.25, 4.06, -1.69]],
  "mulliken_charge": [-0.835, -0.481, -0.576, 0.555, -1.564, -0.794, 0.284, 0.338, 0.309, 0.300, 0.402, 0.335, 0.404, 0.393, 0.325, 0.283, 0.306, -0.652, 0.219, 0.300, -0.697, 0.416, 0.320, -0.617, 0.376, 0.324, -0.618, 0.299, 0.340, -0.621, 0.303, 0.311, -0.610, 0.287, 0.319, -0.568, 0.302, 0.284]
}



Entry 3:
{
  "formula": "C11H14S2",
  "method": "ωB97M-V with the def2-TZVPD basis set",
  "relative_energy_kj_mol": 0.00,
  "total_energy_ev": -33304.6202,
  "lumo_energy_ev": 0.9,
  "e_homo_ev": -8.22,
  "species": ["C", "C", "C", "C", "C", "C", "C", "C", "C", "S", "C", "S", "C", "H", "H", "H", "H", "H", "H", "H", "H", "H", "H", "H", "H", "H", "H"],
  "xyz": [[-2.58, 2.09, -0.73], [-1.46, 1.11, -0.57], [-0.32, 1.49, 0.14], [0.75, 0.59, 0.31], [0.71, -0.67, -0.30], [-0.42, -1.05, -1.04], [-1.51, -0.19, -1.13], [-2.77, -0.66, -1.82], [1.81, -1.73, -0.08], [1.63, -2.37, 1.62], [2.73, -1.30, 2.65], [2.06, 0.42, 2.76], [1.99, 1.08, 1.03], [-3.55, 1.61, -0.51], [-2.64, 2.49, -1.73], [-2.48, 2.93, -0.04], [-0.26, 2.43, 0.65], [-0.42, -2.03, -1.53], [-3.57, -0.81, -1.05], [-2.59, -1.59, -2.32], [-3.13, 0.05, -2.53], [1.71, -2.51, -0.87], [2.82, -1.34, -0.23], [2.83, -1.69, 3.66], [3.73, -1.29, 2.19], [2.04, 2.13, 1.03], [2.89, 0.81, 0.44]],
  "mulliken_charge": [-1.596, 0.816, -0.805, 0.657, 0.765, -0.913, 1.039, -1.812, -1.224, -0.091, -0.551, -0.113, -1.339, 0.343, 0.335, 0.378, 0.351, 0.264, 0.328, 0.396, 0.385, 0.460, 0.386, 0.352, 0.289, 0.538, 0.363]
}